The following is a DFT calculation (wB97M-V/def2-TZVPD) of a structure of composition CNO3S2 in a non-equilibrium geometry.

Calculated values
E_HOMO in eV: -4.699
Orbital gap in eV: 8.287
Electronic energy in eV: -30340.753

The geometry in ORCA input format:
```
! RIJCOSX wB97M-V def2-TZVPD def2/J DEFGRID3
* xyz -1 1
O 1.414 -1.776 0.367
O 0.427 0.592 0.692
C -0.124 1.096 -0.360
N -0.681 1.558 -1.267
S 0.173 -1.084 0.642
S -0.526 -1.120 2.431
O -0.886 -1.236 -0.283
*
```